Formula: C21H18N9O10Pb
Source: the Open Molecules 2025 dataset
Level of theory: wB97M-V/def2-TZVPD

net charge	-1
spin multiplicity	1
LUMO	2.071	eV
Kohn-Sham gap	0.295	Eh
E_HOMO	-5.95	eV

Structure (XYZ):
```
59
Properties=species:S:1:pos:R:3:nbo_charge:R:1
Pb -1.91862 0.60542 -0.38916 1.517
N -2.55463 -1.88057 4.01622 -0.347
C -2.27812 -0.77371 3.31401 0.195
N -2.84605 -0.84553 2.13355 -0.478
C -3.45779 -2.05378 2.15728 0.295
N -3.31401 -2.72219 3.28380 -0.276
C -4.19009 -2.61477 1.00837 0.134
C -4.81585 -3.85846 1.09656 0.023
N -5.45707 -4.39443 0.06850 -0.379
C -5.46945 -3.67822 -1.05356 -0.020
C -4.85967 -2.43816 -1.13772 -0.002
N -4.21893 -1.89645 -0.10767 -0.361
H -2.25384 -2.13663 4.93953 0.414
H -1.66821 0.03687 3.68213 0.231
H -4.78328 -4.41778 2.02225 0.211
H -5.98024 -4.10183 -1.91001 0.193
H -4.88837 -1.86560 -2.05756 0.199
O -0.20739 3.09282 -3.30748 -0.652
C -0.61617 2.86104 -2.18466 0.809
O -1.71331 2.22096 -1.91751 -0.888
C 0.15624 3.44589 -1.00003 -0.244
C 0.95273 4.52508 -1.30289 -0.107
C 1.69993 5.17054 -0.32214 -0.068
C 1.67779 4.75096 0.98551 -0.131
C 0.87954 3.67174 1.31114 -0.116
C 0.10451 2.95218 0.35053 0.513
O -0.53654 1.90060 0.70708 -0.831
N 0.89480 3.28650 2.73032 0.538
O 1.79925 3.73123 3.42293 -0.421
O 0.01969 2.56341 3.16578 -0.386
N 2.52634 6.32035 -0.67921 0.539
O 3.18239 6.85209 0.20208 -0.414
O 2.52949 6.68551 -1.84061 -0.397
H 0.99359 4.84990 -2.33228 0.269
H 2.25989 5.24728 1.74471 0.269
C 3.00046 0.01358 1.07407 -0.623
C 3.34205 -0.35423 -0.36360 -0.362
C 2.30111 -1.27508 -1.02036 -0.271
C 2.69164 -1.53848 -2.48775 -0.372
C 1.69195 -2.39331 -3.25256 -0.616
C 2.28587 -2.60673 -0.29744 0.722
O 3.28278 -3.28747 -0.15610 -0.618
N 1.07244 -3.02821 0.17080 -0.665
C -0.14524 -2.32939 0.12493 0.796
O -1.12462 -2.86220 0.62156 -0.661
N -0.15539 -1.10056 -0.44916 -0.791
C 0.95549 -0.55610 -1.00605 0.707
O 0.88807 0.54717 -1.53045 -0.643
H 3.75443 0.68080 1.49256 0.217
H 2.95466 -0.87189 1.71306 0.199
H 2.03885 0.52977 1.13402 0.218
H 4.30654 -0.86332 -0.41310 0.214
H 3.39577 0.54589 -0.97713 0.227
H 3.67322 -2.01707 -2.47646 0.215
H 2.79299 -0.56137 -2.96263 0.229
H 1.57251 -3.37957 -2.79779 0.201
H 2.02618 -2.54318 -4.27949 0.213
H 0.71089 -1.91607 -3.29324 0.215
H 1.03877 -3.92522 0.63251 0.418
```

***

Formula: C25H61N3O6
Source: the Open Molecules 2025 dataset
Level of theory: wB97M-V/def2-TZVPD

net charge	+2
spin multiplicity	1
LUMO	-3.436	eV
Kohn-Sham gap	0.327	Eh
E_HOMO	-12.32	eV

Structure (XYZ):
```
95
Properties=species:S:1:pos:R:3:lowdin_charge:R:1
C -12.76180 -7.64853 -10.28943 -0.053
C -11.36065 -7.95531 -10.68203 -0.179
N -10.63392 -6.89228 -11.44485 -0.275
C -10.30849 -5.77427 -10.51054 0.036
C -9.32823 -7.44307 -11.95522 -0.150
C -9.48349 -8.57330 -12.92774 -0.053
C -11.50287 -6.37838 -12.56384 -0.088
C -10.84671 -5.51261 -13.59616 -0.218
O -10.62201 -4.22987 -13.06637 -0.190
C -9.58185 -3.52722 -13.75045 -0.066
H -13.16443 -8.52412 -9.77675 0.103
H -13.42033 -7.52329 -11.14766 0.086
H -12.85645 -6.80738 -9.60793 0.089
H -11.29597 -8.86880 -11.27441 0.119
H -10.72137 -8.17950 -9.82492 0.146
H -9.91308 -4.94589 -11.08385 0.102
H -9.64956 -6.12975 -9.72765 0.118
H -11.24477 -5.42427 -10.07956 0.111
H -8.82212 -7.82714 -11.07115 0.143
H -8.81606 -6.58940 -12.38285 0.127
H -8.47419 -8.77475 -13.29970 0.102
H -10.07886 -8.31903 -13.80642 0.089
H -9.81019 -9.47864 -12.43013 0.057
H -12.32040 -5.85357 -12.07863 0.141
H -11.93783 -7.26912 -13.01887 0.136
H -11.52962 -5.44042 -14.45683 0.149
H -9.94988 -5.96957 -14.03329 0.122
H -9.71567 -3.60086 -14.83413 0.098
H -8.60346 -3.92314 -13.45482 0.092
H -9.61737 -2.47094 -13.50044 0.097
C -9.72780 -14.37414 -12.05243 -0.057
C -9.36165 -13.80238 -13.41026 -0.148
N -10.49593 -13.15290 -14.19280 -0.262
C -11.69575 -13.98327 -14.07749 -0.012
C -10.74314 -11.76195 -13.65172 -0.179
C -11.97199 -11.10302 -14.17294 -0.046
C -10.11451 -13.16201 -15.63415 -0.093
C -8.79621 -12.52440 -16.01426 -0.208
O -8.71100 -11.19878 -15.58137 -0.204
C -7.45485 -10.62159 -15.85629 -0.078
H -8.81278 -14.56717 -11.49904 0.095
H -10.19473 -15.35887 -12.14094 0.083
H -10.37692 -13.72180 -11.48325 0.072
H -8.98856 -14.60657 -14.04555 0.134
H -8.58236 -13.04087 -13.32385 0.104
H -12.13567 -13.89240 -13.09184 0.117
H -11.47716 -15.02496 -14.30353 0.122
H -12.42287 -13.65942 -14.82169 0.110
H -9.81628 -11.23446 -13.80684 0.098
H -10.82174 -11.85777 -12.57212 0.121
H -11.89295 -10.90384 -15.24298 0.093
H -12.01839 -10.12057 -13.70032 0.071
H -12.87145 -11.65463 -13.92886 0.083
H -10.92556 -12.68880 -16.18600 0.137
H -10.04916 -14.20725 -15.93202 0.145
H -8.73657 -12.56236 -17.11254 0.144
H -7.95713 -13.13336 -15.65027 0.135
H -7.21772 -10.71575 -16.92290 0.097
H -6.65000 -11.06612 -15.26786 0.097
H -7.55489 -9.56652 -15.61367 0.085
C -2.71713 -11.06184 -7.56255 -0.044
C -1.61326 -11.08698 -8.60727 -0.171
N -1.56915 -12.33206 -9.42505 -0.280
C -1.13737 -13.47379 -8.55817 0.027
C -2.91871 -12.68791 -9.98507 -0.169
C -3.54934 -11.65279 -10.87029 -0.043
C -0.60520 -12.15215 -10.55053 -0.085
C 0.77857 -11.59063 -10.21922 -0.220
O 1.45275 -12.46972 -9.38620 -0.196
C 2.78249 -12.06516 -9.13564 -0.072
H -2.55276 -10.24594 -6.86352 0.095
H -2.76233 -11.98435 -6.98023 0.085
H -3.72157 -10.94092 -7.97541 0.084
H -0.67184 -10.99801 -8.07294 0.132
H -1.74025 -10.24827 -9.28584 0.130
H -1.97623 -13.80265 -7.95967 0.105
H -0.24262 -13.22036 -8.00871 0.108
H -0.84583 -14.29141 -9.21959 0.120
H -3.51899 -12.93310 -9.11116 0.123
H -2.77623 -13.63815 -10.50086 0.143
H -4.61847 -11.84272 -10.93792 0.073
H -3.16595 -11.76508 -11.88794 0.088
H -3.34820 -10.62610 -10.58141 0.086
H -1.05881 -11.46477 -11.26230 0.133
H -0.47377 -13.11857 -11.03543 0.149
H 0.69461 -10.61466 -9.72810 0.128
H 1.25384 -11.50035 -11.20297 0.144
H 3.34210 -11.87779 -10.06054 0.098
H 3.28647 -12.85591 -8.59288 0.098
H 2.80448 -11.12805 -8.56386 0.099
O -6.80247 -11.01760 -10.10044 0.006
C -7.70635 -11.41611 -11.10638 -0.789
O -8.90123 -11.57674 -10.72012 -0.072
O -7.22751 -11.58015 -12.24883 -0.050
H -7.37925 -10.88161 -9.33697 0.086
```

***

Formula: C3H5NO2
Source: the Open Molecules 2025 dataset
Level of theory: wB97M-V/def2-TZVPD

net charge	0
spin multiplicity	1
SMILES string	[H]/N=C/OC(C)=O
LUMO	0.906	eV
Kohn-Sham gap	0.424	Eh
E_HOMO	-10.62	eV

Structure (XYZ):
```
11
Properties=species:S:1:pos:R:3:nbo_charge:R:1
H 2.56664 1.10045 -0.04768 0.359
N 1.64806 0.67918 -0.12991 -0.713
C 1.46018 -0.18503 0.76751 0.412
O 0.31270 -0.89069 0.83731 -0.540
C -0.54725 -0.74985 -0.27979 0.823
C -1.57921 0.32502 -0.10413 -0.738
O -0.42426 -1.47407 -1.21672 -0.506
H 2.13547 -0.49700 1.56674 0.163
H -1.91796 0.36545 0.93315 0.236
H -1.10866 1.28670 -0.34885 0.263
H -2.41773 0.13465 -0.78020 0.241
```

***

Formula: C4H5ClO
Source: the Open Molecules 2025 dataset
Level of theory: wB97M-V/def2-TZVPD

net charge	0
spin multiplicity	1
SMILES string	O=C[C@H]1C[C@H]1Cl
LUMO	0.882	eV
Kohn-Sham gap	0.402	Eh
E_HOMO	-10.07	eV

Structure (XYZ):
```
11
Properties=species:S:1:pos:R:3:nbo_charge:R:1
O -0.70570 2.35608 0.99367 -0.504
C -0.52806 1.17964 0.96140 0.432
C 0.03531 0.56628 -0.22485 -0.348
C 0.91153 -0.60811 -0.09787 -0.422
C -0.32861 -0.80935 -0.80332 -0.185
Cl -1.66127 -1.79644 -0.13220 -0.042
H -0.68615 0.55284 1.83293 0.118
H 0.40066 1.37103 -0.94001 0.249
H 1.84022 -0.58159 -0.59478 0.233
H 1.02361 -1.15123 0.86425 0.230
H -0.30154 -1.07916 -1.85922 0.241
```